[1]
Entry from the Open Molecules 2025 dataset: a single C3H5NO3 molecule (wB97M-V/def2-TZVPD).

Output
* highest occupied orbital energy: -0.368 Eh
* LUMO energy: 0.4 eV
* energy relative to the best compared isomer or geometry (same formula, charge and spin): 49.3 kcal per mole
* orbital gap: 0.3833 hartree
* SMILES string: O=CNCC(=O)O
* total charge: 0

Last column: Mulliken charge in e.
Cartesian coordinates (Å):
C -1.39801 -0.62592 -0.43521  0.07
N -0.89837 -0.23572 0.78292  -0.24
C 0.38119 0.56798 0.80282  -0.32
C 1.05423 0.39574 -0.55674  0.43
O 1.29674 -0.95305 -0.79376  -0.42
O 1.36502 1.25486 -1.31521  -0.47
O -2.24571 -1.47076 -0.59159  -0.51
H -1.25449 0.01913 -1.32266  0.34
H -1.59247 0.07955 1.44276  0.25
H 0.88560 0.22668 1.71012  0.23
H 0.13728 1.60673 1.08643  0.29
H 2.26900 -0.86523 -0.80987  0.35

Atoms 1-6, force components in eV/Å:
-2.28 0.28 -0.82
1.54 0.61 -0.10
-2.45 0.37 0.81
-0.28 -0.25 1.02
1.00 1.12 0.39
0.10 0.17 0.12



[2]
Entry from the Open Molecules 2025 dataset: a single C4H8NO2 molecule (wB97M-V/def2-TZVPD).

Output
* highest occupied orbital energy (alpha / beta): -0.332 / -0.380 Eh
* LUMO energy (alpha / beta): 0.9 / -2.1 eV
* multiplicity: 2
* energy relative to the best compared isomer or geometry (same formula, charge and spin): 0.5 kcal per mole
* orbital gap (alpha / beta): 0.3640 / 0.3040 hartree
* total charge: 0

Last column: Mulliken charge in e.
Cartesian coordinates (Å):
C -0.69212 1.85798 -0.30976  -0.86
N -0.70419 0.40285 -0.49157  -0.29
C -0.36709 -1.65122 0.81927  -1.47
C 0.13279 -0.30289 0.37413  0.30
C 1.59256 -0.49468 -0.57223  0.50
O 2.35176 0.37661 -0.24462  -0.50
O 1.44667 -1.37177 -1.38846  -0.52
H 0.26544 2.28769 -0.62197  0.32
H -0.85095 2.07380 0.74433  0.34
H -1.53105 2.32027 -0.81654  0.32
H -0.50724 0.14197 -1.45337  0.32
H 0.47017 -2.25704 1.15761  0.34
H -1.12264 -1.56837 1.60381  0.40
H -0.90147 -2.15547 0.01196  0.31
H 0.41735 0.34028 1.18739  0.48

Atoms 1-6, force components in eV/Å:
0.05 -0.22 0.19
0.47 0.68 -0.23
-0.06 -0.50 -0.44
-1.11 0.13 0.59
0.37 -0.33 -0.82
0.40 0.51 0.51



[3]
Entry from the Open Molecules 2025 dataset: a single C19H24N2O3 molecule (wB97M-V/def2-TZVPD).

Output
* highest occupied orbital energy: -0.319 Eh
* LUMO energy: 0.7 eV
* energy relative to the best compared isomer or geometry (same formula, charge and spin): 92.1 kcal per mole
* orbital gap: 0.3447 hartree
* SMILES string: CC(C)Oc1cccc(C(=O)[C@H]2CCCN(Cc3ccon3)C2)c1
* total charge: 0

Last column: Mulliken charge in e.
Cartesian coordinates (Å):
C 4.46491 2.47305 -0.92265  -1.31
H 5.36551 3.04430 -0.71491  0.40
H 3.84105 3.03449 -1.61403  0.34
H 4.74408 1.53563 -1.39783  0.39
C 3.69553 2.22117 0.37400  0.48
C 3.22625 3.53135 0.99855  -1.53
H 2.56835 4.05227 0.30828  0.35
H 2.67760 3.33250 1.91515  0.37
H 4.07985 4.16347 1.22471  0.42
H 4.33473 1.69124 1.09499  0.32
O 2.51980 1.45856 0.12791  -0.43
C 2.59361 0.12164 -0.08919  0.58
C 3.74458 -0.65823 -0.02085  -0.41
C 3.66938 -2.01913 -0.26940  -0.99
C 2.46762 -2.61903 -0.58530  -0.89
C 1.30265 -1.85390 -0.62620  0.90
C 1.37457 -0.49215 -0.38469  -0.22
H 0.50389 0.14041 -0.45021  0.46
C 0.03086 -2.54804 -0.97033  -0.42
O -0.03933 -3.27383 -1.93558  -0.60
C -1.16645 -2.36256 -0.05196  0.52
C -2.10245 -1.28470 -0.62086  -0.77
N -3.31870 -1.25392 0.16604  0.11
C -4.37985 -0.47504 -0.44827  -1.23
C -4.03365 0.96951 -0.63768  1.00
N -4.18918 1.85245 0.31442  -0.49
O -3.72268 3.03727 -0.14247  -0.19
C -3.27221 2.87649 -1.38945  -0.54
C -3.43453 1.58135 -1.77339  -0.36
H -3.17944 1.12506 -2.70621  0.40
H -2.86919 3.74021 -1.87938  0.47
H -5.26053 -0.54999 0.19341  0.47
H -4.60560 -0.92257 -1.42024  0.44
C -3.04130 -0.87574 1.53975  -0.60
C -2.13838 -1.92456 2.18294  -0.93
C -0.83237 -2.04115 1.40256  -0.67
H -0.20329 -2.82723 1.82539  0.36
H -0.28449 -1.10018 1.46914  0.27
H -1.93838 -1.64668 3.21869  0.44
H -2.65480 -2.88566 2.17673  0.37
H -3.99096 -0.81999 2.07520  0.40
H -2.56047 0.11519 1.60386  0.32
H -2.35811 -1.53925 -1.65281  0.38
H -1.58728 -0.30847 -0.62108  0.05
H -1.72695 -3.30393 -0.08672  0.42
H 2.41272 -3.67588 -0.79415  0.43
H 4.57061 -2.61237 -0.22324  0.38
H 4.70242 -0.22343 0.21737  0.32

Atoms 1-6, force components in eV/Å:
-0.22 -0.25 0.27
0.11 0.06 0.00
-0.06 0.07 -0.06
0.07 -0.04 -0.07
0.38 0.39 -0.01
0.03 -0.47 -0.06



[4]
Entry from the Open Molecules 2025 dataset: a molecular structure, C11H18F2N4O2Os (wB97M-V/def2-TZVPD).

Output
* highest occupied orbital energy (alpha / beta): -0.555 / -0.617 Eh
* LUMO energy (alpha / beta): -10.1 / -11.2 eV
* multiplicity: 5
* energy relative to the best compared isomer or geometry (same formula, charge and spin): 102.8 kcal per mole
* orbital gap (alpha / beta): 0.1829 / 0.2056 hartree
* total charge: +2

Last column: Mulliken charge in e.
Cartesian coordinates (Å):
Os 2.09745 0.73595 -2.28029  1.25
O 1.22151 -0.58245 -3.46696  -0.43
N 0.13117 -1.09693 -3.04634  -0.24
N -0.48000 -0.15990 -2.20959  0.66
O 0.14157 1.01229 -1.89708  -0.63
C -1.77444 -0.27630 -1.74465  0.66
C -2.36776 0.66358 -0.95915  -0.11
C -3.63175 0.40329 -0.51845  -0.41
C -4.34692 -0.72958 -0.92706  -0.46
C -3.74147 -1.61946 -1.84069  -0.58
C -2.39600 -1.51747 -2.13598  -0.47
H -1.77208 1.50370 -0.55399  0.41
H -4.11660 1.12578 0.14888  0.42
H -5.34841 -0.91018 -0.65676  0.48
H -4.33495 -2.39083 -2.32124  0.43
H -1.85325 -2.21473 -2.74591  0.54
C 0.33614 -1.50955 1.52788  -1.48
C 1.11002 -0.18958 1.89805  1.24
C 0.25399 0.80172 2.65262  -1.48
C 2.37341 -0.35848 2.70302  -1.64
N 1.22929 0.45688 0.65845  0.20
N 1.96303 -0.24732 -0.35519  -0.75
H -0.18521 -1.84880 2.45999  0.44
H 0.97629 -2.37906 1.15064  0.29
H -0.49515 -1.20322 0.81695  0.33
H 0.09907 0.66093 3.79938  0.34
H -0.75769 0.89645 2.24305  0.34
H 0.54869 1.85297 2.53713  0.48
H 2.18077 -0.52672 3.75890  0.41
H 2.98419 0.56982 2.67512  0.39
H 3.07797 -1.17233 2.39727  0.37
H 1.56715 1.43659 0.82877  0.37
H 1.20276 -0.90565 -0.50515  0.30
H 2.92301 -0.60359 -0.13902  0.38
F 3.60990 1.87611 -0.27164  -0.26
C 2.62233 2.25850 -1.29194  0.00
F 1.71763 3.08663 -0.60632  -0.22
H 3.23436 3.10094 -1.78269  0.43

Atoms 1-6, force components in eV/Å:
-3.28 -3.52 2.49
0.63 0.18 -1.53
-0.74 -0.83 0.04
-2.32 1.06 1.42
3.36 -0.22 -1.29
2.68 -2.69 -1.94



[5]
Entry from the Open Molecules 2025 dataset: a molecular structure, C4H8NO2PS3 (wB97M-V/def2-TZVPD).

Output
* highest occupied orbital energy: -0.307 Eh
* LUMO energy: 0.2 eV
* energy relative to the best compared isomer or geometry (same formula, charge and spin): 0.0 kcal per mole
* orbital gap: 0.3129 hartree
* total charge: 0

Last column: Mulliken charge in e.
Cartesian coordinates (Å):
C 2.00010 0.20268 0.22477  0.38
C 4.29155 -0.47009 -0.14606  -0.62
C -1.80958 1.31767 1.90355  -0.59
C -1.39371 -0.93101 -1.62888  -0.79
N 0.78072 0.54519 0.37741  -0.47
O -1.18798 0.04320 2.08236  -0.39
O -1.66513 -0.49967 -0.30182  -0.33
P -0.42923 -0.56026 0.80334  0.85
S 0.31049 -2.49129 0.99496  -0.47
S 3.34592 1.17615 -0.31752  -0.10
S 2.77113 -1.36259 0.44057  0.01
H 4.50683 -0.71727 -1.17905  0.36
H 4.95597 -0.28331 0.68005  0.37
H -2.83030 1.26961 1.88694  0.28
H -1.42418 1.82068 0.85906  0.31
H -1.68616 1.86546 2.84659  0.24
H -0.76877 -0.15409 -2.17243  0.26
H -2.27362 -0.80341 -2.08915  0.31
H -1.05648 -1.88213 -1.53184  0.42

Atoms 1-6, force components in eV/Å:
-0.50 -0.66 0.02
-2.55 1.93 0.08
2.72 1.83 -1.59
2.07 3.88 0.81
-1.03 -0.26 0.01
0.56 -0.61 -1.02



[6]
Entry from the Open Molecules 2025 dataset: a molecular structure, C25H44FN4NaO6P2Si (wB97M-V/def2-TZVPD).

Output
* highest occupied orbital energy: -0.039 Eh
* LUMO energy: 3.8 eV
* orbital gap: 0.1772 hartree
* total charge: -2

Last column: Mulliken charge in e.
Cartesian coordinates (Å):
Na -0.00268 -4.77406 17.06806  0.59
C -1.14464 -10.38876 20.33185  -1.12
N -0.01273 -10.61135 19.48661  0.21
C 1.12167 -9.76016 19.96818  -0.86
P -0.38358 -10.68274 17.81491  -0.10
O -1.37056 -9.64706 17.44466  0.24
O 0.92763 -10.80602 17.07381  -0.91
P 0.73730 -6.89300 14.10088  0.36
O -0.05866 -6.14398 15.11132  -0.51
N 2.33731 -6.95752 14.38396  0.09
C 2.72346 -7.46642 15.77275  -0.60
C 2.98283 -5.62141 14.15652  -0.93
N 0.17404 -8.39220 13.80202  0.38
C -1.08996 -8.80198 14.46970  -1.35
C 1.08347 -9.47062 13.33787  -0.97
N -1.15794 -12.18120 17.72736  0.12
C -0.20550 -13.31217 17.83322  -1.16
C -2.33268 -12.35302 16.81145  -0.86
H -0.76308 -10.71896 21.36262  0.40
H -1.90211 -11.11431 20.07146  0.34
H -1.55018 -9.32290 20.31764  0.20
H 1.37740 -9.90988 21.05924  0.34
H 0.92442 -8.65016 19.86212  0.20
H 2.01329 -9.90404 19.36099  0.29
H 2.34102 -8.44751 15.90728  0.20
H 2.28648 -6.85658 16.53421  0.09
H 3.82115 -7.46297 15.84819  0.28
H 2.68464 -4.94841 14.96107  0.28
H 2.61141 -5.30408 13.19976  0.39
H 4.08344 -5.69281 14.11466  0.25
H -1.63836 -7.88353 14.53245  0.49
H -0.95421 -9.43372 15.41595  0.42
H -1.56194 -9.43449 13.72313  0.30
H 1.74719 -9.06757 12.62880  0.39
H 0.48942 -10.21840 12.81781  0.39
H 1.59616 -9.97286 14.21924  0.22
H 0.58900 -13.02481 18.50368  0.36
H 0.25033 -13.55423 16.85619  0.30
H -0.69193 -14.18903 18.35099  0.34
H -2.51912 -11.42715 16.26014  0.24
H -3.23987 -12.61201 17.35872  0.20
H -2.07055 -13.20166 16.17002  0.35
O -1.61973 -6.61745 17.58702  0.57
C -2.92718 -6.24928 18.01891  2.04
C -3.01080 -4.64603 18.09418  0.08
O -4.07094 -4.22185 18.53095  -0.69
O -2.07136 -3.94736 17.62450  -0.85
C -3.96383 -6.82029 17.07674  -0.22
C -4.57756 -5.99180 16.16861  -0.68
C -5.58368 -6.49784 15.36149  -0.60
C -5.92340 -7.85146 15.40112  -0.76
C -5.17849 -8.67910 16.24976  -0.97
C -4.23124 -8.16541 17.11982  0.73
C -3.13889 -6.62498 19.51847  -0.26
C -4.40838 -6.94608 19.93153  0.19
C -4.55995 -7.22529 21.30822  -1.04
C -3.60075 -7.01747 22.22607  -0.43
C -2.27404 -6.67591 21.78427  -1.19
C -2.13000 -6.46896 20.44380  -0.13
H -1.56829 -7.56457 17.59362  -0.38
H -4.34476 -4.88307 16.07661  0.28
H -6.12181 -5.82850 14.69105  0.35
H -6.60021 -8.26856 14.63917  0.31
H -5.39706 -9.74528 16.23598  0.37
H -3.65434 -8.80962 17.81197  0.39
H -5.20623 -7.11122 19.15810  0.33
H -5.49164 -7.64071 21.61478  0.37
H -3.84687 -7.15915 23.26571  0.39
H -1.64385 -6.25836 22.52518  0.44
H -1.15486 -6.14629 20.06429  0.54
F 0.76431 -6.06662 12.75752  -0.47
C 3.33489 -5.80016 19.58019  -1.07
Si 2.91481 -4.26388 18.44108  0.34
C 4.60982 -4.07597 17.45754  -1.08
C 3.06216 -2.72442 19.57933  -1.22
H 4.30373 -5.53466 20.12476  0.28
H 3.28936 -6.88379 19.23905  0.27
H 2.57092 -5.90561 20.42789  0.25
H 5.53728 -3.94118 18.11442  0.38
H 4.32840 -3.18500 16.89794  0.19
H 4.80154 -4.94010 16.81841  0.24
H 4.10378 -2.63667 20.03350  0.26
H 2.32076 -2.79146 20.39223  0.27
H 2.81348 -1.80163 19.07172  0.30

Atoms 1-6, force components in eV/Å:
-0.26 -0.23 0.06
0.18 -0.07 1.72
1.46 0.98 0.19
-0.30 0.78 -0.40
2.20 -0.77 -0.09
-1.06 1.02 -0.12



Number 1: strongest force on any atom 0.0507 hartree/bohr. Number 2: strongest force on any atom 0.0245 hartree/bohr. Number 3: strongest force on any atom 0.0230 hartree/bohr. Number 4: strongest force on any atom 0.1727 hartree/bohr. Number 5: strongest force on any atom 0.0870 hartree/bohr. Number 6: strongest force on any atom 0.0676 hartree/bohr.